# C26H22As2NO16OsS

A structure of composition C26H22As2NO16OsS at a distorted geometry (wB97M-V/def2-TZVPD, the Open Molecules 2025 dataset).

Calculated values
HOMO-LUMO gap (spin up / spin down) = 6.9020 / 4.8546 eV
spin multiplicity = 5
lowest unoccupied orbital energy (spin up / spin down) = -5.0 / -7.0 eV
total charge = +1
E_tot = -7222.43107 hartree

Atoms and positions in Å:
1 Os -1.189 -1.016 0.175
2 O -4.167 -2.770 5.437
3 C -3.625 -2.357 4.464
4 C -3.180 -0.905 4.202
5 O -3.155 -0.034 5.027
6 C -2.738 -0.878 2.788
7 C -2.799 -2.197 2.219
8 O -2.437 -2.408 1.022
9 C -3.236 -3.180 3.215
10 O -3.274 -4.377 3.156
11 O -2.327 0.094 2.129
12 C 2.554 1.915 -4.748
13 O 1.813 2.448 -3.645
14 C 1.585 1.657 -2.634
15 O 1.964 0.498 -2.539
16 C 0.729 2.198 -1.545
17 C 0.243 3.435 -1.448
18 As -1.290 4.162 -0.364
19 C -0.154 4.994 1.018
20 C -1.619 2.264 0.090
21 C -0.646 1.647 0.798
22 As 0.531 0.586 -0.349
23 C 2.256 0.650 0.569
24 C -0.416 2.003 2.226
25 O -0.927 2.945 2.766
26 O 0.346 1.084 2.803
27 C 0.456 1.165 4.226
28 C -2.262 1.665 -1.069
29 O -2.500 2.241 -2.100
30 O -2.668 0.355 -0.879
31 C -3.400 -0.191 -1.992
32 C 0.611 4.546 -2.404
33 O -0.245 5.005 -3.106
34 O 1.839 5.033 -2.396
35 C 2.840 4.638 -1.474
36 H 2.631 2.723 -5.472
37 H 2.029 1.062 -5.181
38 H 3.544 1.591 -4.422
39 H 0.160 5.960 0.617
40 H 0.722 4.408 1.287
41 H -0.744 5.177 1.914
42 H 2.447 1.666 0.931
43 H 3.042 0.345 -0.129
44 H 2.240 -0.050 1.406
45 H 1.135 0.374 4.530
46 H -0.526 1.029 4.685
47 H 0.841 2.143 4.522
48 H -3.628 -1.232 -1.749
49 H -2.798 -0.115 -2.903
50 H -4.329 0.369 -2.137
51 H 3.775 5.004 -1.892
52 H 2.897 3.555 -1.348
53 H 2.678 5.122 -0.507
54 O 2.605 -5.861 1.913
55 S 2.694 -4.897 0.871
56 O 3.950 -4.676 0.234
57 N 2.056 -3.430 1.382
58 C 0.998 -3.091 0.737
59 O 0.351 -2.017 1.018
60 C 0.589 -4.032 -0.346
61 C -0.441 -3.916 -1.264
62 C -0.634 -4.940 -2.182
63 C 0.179 -6.066 -2.177
64 C 1.230 -6.176 -1.269
65 C 1.415 -5.148 -0.379
66 H -1.083 -3.030 -1.273
67 H -1.421 -4.871 -2.918
68 H 0.000 -6.864 -2.883
69 H 1.885 -7.035 -1.257

***

# C26H22BBrCdF4N4PS6Sb

A structure of composition C26H22BBrCdF4N4PS6Sb (wB97M-V/def2-TZVPD, the Open Molecules 2025 dataset).

Calculated values
ΔE to the lowest compared entry with this formula, charge and spin = 5.3 kcal/mol
HOMO-LUMO gap = 5.7210 eV
spin multiplicity = 1
lowest unoccupied orbital energy = 3.6 eV
total charge = -2
E_tot = -7360.09337 hartree

Atoms and positions in Å:
1 Cd 1.006 0.639 0.823
2 F -3.779 -5.964 -0.540
3 C -2.778 -5.145 -0.201
4 C -1.512 -5.654 0.007
5 F -1.296 -6.967 -0.120
6 C -0.486 -4.796 0.363
7 F 0.699 -5.359 0.598
8 C -0.672 -3.426 0.495
9 P 0.731 -2.271 0.877
10 C 1.219 -2.822 2.538
11 C 2.421 -2.334 3.047
12 C 2.787 -2.607 4.357
13 C 1.952 -3.362 5.168
14 C 0.746 -3.839 4.671
15 C 0.377 -3.566 3.363
16 C 2.000 -2.882 -0.279
17 C 1.892 -2.398 -1.580
18 C 2.816 -2.768 -2.545
19 C 3.874 -3.596 -2.201
20 C 4.001 -4.057 -0.897
21 C 3.064 -3.708 0.063
22 C -1.969 -2.938 0.300
23 Br -2.379 -1.116 0.481
24 C -3.004 -3.791 -0.045
25 F -4.252 -3.346 -0.237
26 H 3.078 -1.722 2.436
27 H 3.709 -2.175 4.723
28 H 2.232 -3.563 6.195
29 H 0.082 -4.415 5.305
30 H -0.575 -3.930 2.994
31 H 1.107 -1.701 -1.857
32 H 2.709 -2.377 -3.549
33 H 4.615 -3.866 -2.943
34 H 4.840 -4.683 -0.622
35 H 3.169 -4.064 1.080
36 C -1.688 -3.030 -3.307
37 N -2.148 -1.667 -3.212
38 C -3.384 -1.249 -2.752
39 C -3.368 0.099 -2.797
40 N -2.149 0.511 -3.286
41 B -1.822 2.005 -3.570
42 N -0.417 2.432 -3.033
43 C 0.547 2.973 -3.852
44 C 1.570 3.399 -3.082
45 N 1.232 3.115 -1.777
46 C 2.042 3.499 -0.624
47 C 0.029 2.501 -1.769
48 S -0.819 1.945 -0.365
49 C -1.401 -0.578 -3.567
50 S 0.131 -0.653 -4.282
51 H -2.522 -3.693 -3.077
52 H -0.871 -3.214 -2.607
53 H -1.316 -3.229 -4.311
54 H -4.123 -1.940 -2.388
55 H -4.108 0.814 -2.487
56 H -1.810 2.213 -4.764
57 H -2.680 2.651 -3.007
58 H 0.416 2.982 -4.918
59 H 2.510 3.857 -3.329
60 H 2.466 4.484 -0.810
61 H 2.844 2.785 -0.449
62 H 1.414 3.553 0.262
63 S 4.357 3.527 2.102
64 Sb 3.752 1.356 2.464
65 S 3.402 0.235 0.334
66 S 1.467 1.248 3.210
67 S 5.146 0.089 3.759

***

# C26H22CeF5N5O2

A structure of composition C26H22CeF5N5O2 at a distorted geometry (wB97M-V/def2-TZVPD, the Open Molecules 2025 dataset).

Calculated values
ΔE to the lowest compared entry with this formula, charge and spin = 0.0 kcal/mol
HOMO-LUMO gap (spin up / spin down) = 7.1238 / 7.1210 eV
spin multiplicity = 1
lowest unoccupied orbital energy (spin up / spin down) = -7.5 / -7.5 eV
total charge = +2
E_tot = -2402.22595 hartree

Atoms and positions in Å:
1 Ce -8.522 -15.041 3.636
2 C -7.663 -12.071 2.521
3 N -6.918 -13.348 2.849
4 C -6.190 -13.836 1.652
5 C -7.032 -14.659 0.705
6 C -6.799 -14.644 -0.671
7 C -7.545 -15.540 -1.461
8 C -8.469 -16.366 -0.856
9 C -8.602 -16.343 0.523
10 N -7.906 -15.493 1.274
11 C -5.889 -13.110 3.905
12 C -5.357 -14.396 4.451
13 C -4.099 -14.507 5.009
14 C -3.710 -15.721 5.563
15 C -4.600 -16.788 5.513
16 C -5.804 -16.639 4.862
17 N -6.177 -15.454 4.356
18 C -8.880 -12.358 1.702
19 C -9.215 -11.672 0.551
20 C -10.368 -12.026 -0.119
21 C -11.184 -13.024 0.372
22 C -10.781 -13.650 1.522
23 N -9.647 -13.328 2.162
24 H -6.978 -11.373 2.057
25 H -7.977 -11.668 3.465
26 H -5.392 -14.484 1.997
27 H -5.757 -12.977 1.159
28 H -6.097 -13.958 -1.111
29 H -7.377 -15.563 -2.523
30 H -9.013 -17.100 -1.402
31 H -9.267 -16.973 1.068
32 H -6.295 -12.535 4.732
33 H -5.060 -12.504 3.532
34 H -3.405 -13.673 5.019
35 H -2.739 -15.826 6.024
36 H -4.369 -17.747 5.940
37 H -6.496 -17.453 4.695
38 H -8.564 -10.900 0.156
39 H -10.639 -11.560 -1.054
40 H -12.115 -13.318 -0.098
41 H -11.351 -14.410 2.017
42 N -11.151 -16.438 3.906
43 C -10.676 -17.880 4.067
44 C -9.295 -17.437 4.346
45 O -9.004 -16.738 5.334
46 O -8.505 -17.380 3.299
47 H -11.610 -16.168 4.766
48 H -11.792 -16.369 3.107
49 H -10.836 -18.445 3.148
50 H -11.221 -18.357 4.873
51 F -7.592 -14.084 6.131
52 C -8.917 -13.687 6.296
53 C -9.710 -13.800 5.189
54 C -11.041 -13.446 5.340
55 F -11.929 -13.603 4.322
56 C -11.518 -12.983 6.562
57 F -12.822 -12.746 6.723
58 C -10.642 -12.840 7.651
59 F -11.091 -12.369 8.801
60 C -9.300 -13.203 7.525
61 F -8.430 -13.053 8.524

***

# C26H22IrN6O6PS2Se2

A structure of composition C26H22IrN6O6PS2Se2 at a distorted geometry (wB97M-V/def2-TZVPD, the Open Molecules 2025 dataset).

Calculated values
ΔE to the lowest compared entry with this formula, charge and spin = 74.5 kcal/mol
HOMO-LUMO gap (spin up / spin down) = 4.6345 / 4.7735 eV
spin multiplicity = 5
lowest unoccupied orbital energy (spin up / spin down) = -0.5 / -3.9 eV
total charge = 0
E_tot = -7828.76192 hartree

Atoms and positions in Å:
1 Ir 0.525 0.952 0.579
2 Se -1.085 -0.130 -4.066
3 P -1.313 -1.290 -2.326
4 Se -1.231 -0.353 -0.279
5 C -0.222 -2.694 -2.325
6 C -0.443 -3.781 -3.210
7 C 0.249 -4.967 -3.015
8 C 0.960 -5.214 -1.862
9 C 1.199 -4.113 -1.037
10 C 0.663 -2.884 -1.191
11 C -2.959 -1.985 -2.168
12 C -3.297 -3.041 -1.306
13 C -4.464 -3.787 -1.484
14 C -5.379 -3.452 -2.508
15 C -5.151 -2.321 -3.261
16 C -4.004 -1.577 -3.112
17 H -1.160 -3.665 -3.971
18 H -0.012 -5.807 -3.600
19 H 1.451 -6.160 -1.614
20 H 1.851 -4.234 -0.189
21 H 0.762 -2.059 -0.431
22 H -2.675 -3.325 -0.450
23 H -4.592 -4.711 -0.837
24 H -6.347 -3.965 -2.669
25 H -5.963 -2.156 -3.935
26 H -3.784 -0.622 -3.599
27 N -2.074 1.568 2.596
28 C -1.765 2.529 1.661
29 N -2.614 3.564 1.574
30 C -2.414 4.447 0.577
31 N -3.244 5.479 0.477
32 N -1.382 4.414 -0.343
33 C -0.571 3.380 -0.153
34 N -0.755 2.429 0.775
35 C 0.515 3.156 -1.094
36 C 0.626 4.037 -2.172
37 C 1.498 3.679 -3.157
38 C 2.247 2.493 -2.996
39 C 2.132 1.686 -1.841
40 N 1.173 1.988 -0.950
41 H -2.524 1.999 3.415
42 H -1.320 0.923 2.848
43 H -4.165 5.297 0.889
44 H -3.334 6.040 -0.368
45 H 0.428 5.119 -1.993
46 H 1.572 4.271 -4.102
47 H 2.982 2.255 -3.771
48 H 2.825 0.846 -1.546
49 O 1.937 -0.636 0.896
50 S 1.544 -0.936 2.365
51 O 1.909 -2.272 2.756
52 O 0.175 -0.299 2.549
53 C 2.500 -0.041 3.595
54 C 2.503 -0.609 4.878
55 C 3.635 -0.477 5.735
56 C 4.707 0.372 5.349
57 C 4.636 1.062 4.128
58 C 3.588 0.766 3.224
59 S 3.455 1.868 1.791
60 O 3.996 3.185 2.133
61 O 3.910 1.305 0.558
62 O 1.910 1.993 1.744
63 H 1.628 -1.183 5.134
64 H 3.625 -0.731 6.795
65 H 5.524 0.599 6.043
66 H 5.399 1.773 3.866